{
  "formula": "C5H9NO2",
  "method": "ωB97M-V with the def2-TZVPD basis set",
  "elements": ["C", "C", "C", "C", "C", "H", "H", "H", "H", "H", "H", "H", "H", "H", "N", "O", "O"],
  "positions_angstrom": [[-0.4819, 0.3107, 0.2896], [-1.1375, 1.2116, 1.2394], [0.2800, -0.9436, 0.7570], [0.6850, -1.5179, -0.6724], [0.8967, -0.1131, -1.4667], [1.2187, 1.3078, -0.1188], [-1.2055, -0.0014, -0.4762], [1.1200, -0.5980, 1.3569], [-0.3721, -1.6133, 1.3684], [1.5972, -2.1907, -0.6541], [-0.0672, -2.0728, -1.1848], [1.9318, 0.0021, -1.6838], [0.5396, -0.2065, -2.4836], [-2.6156, 2.2767, 1.3523], [0.4168, 1.0458, -0.6801], [-0.4600, 1.6053, 2.1956], [-2.3461, 1.4973, 0.8613]],
  "nbo_charge": [-0.1698, 0.7801, -0.4124, -0.4212, -0.2489, 0.3454, 0.1955, 0.2158, 0.2211, 0.2142, 0.2048, 0.1957, 0.1928, 0.4979, -0.5701, -0.6043, -0.6367],
  "orbital_gap_ev": 10.46,
  "homo_ev": -9.703,
  "smiles": "O=C(O)[C@@H]1CCCN1",
  "e_lumo_ev": 0.76,
  "fmax_ev_per_a": 4.4,
  "de_lowest_kj_mol": 119.6
}


{
  "formula": "C5H9NO2",
  "method": "ωB97M-V with the def2-TZVPD basis set",
  "elements": ["C", "C", "N", "C", "C", "C", "O", "O", "H", "H", "H", "H", "H", "H", "H", "H", "H"],
  "positions_angstrom": [[1.1938, 0.4202, -1.4596], [-1.3479, 0.2153, -0.4779], [0.7742, -0.9950, 0.5756], [0.3327, -0.7535, -0.9368], [-0.0302, -0.4463, 1.3807], [-0.6374, -0.2412, 2.5190], [1.3369, 1.5279, -0.6045], [0.1322, -1.7310, -1.6300], [0.4703, 1.9393, -0.4961], [1.6990, -1.3302, 0.8326], [0.7751, 0.6839, -2.4363], [2.1987, 0.0185, -1.6167], [-2.0527, -0.5757, -0.2401], [-1.5075, 1.0921, 0.1512], [-1.4642, 0.5191, -1.5189], [-0.8967, -1.0856, 3.1470], [-0.9762, 0.7423, 2.8106]],
  "nbo_charge": [-0.1339, -0.8564, -0.5730, 0.5859, 0.5287, -0.5754, -0.7123, -0.6666, 0.4756, 0.4180, 0.1905, 0.1876, 0.2195, 0.1851, 0.2102, 0.2624, 0.2542],
  "orbital_gap_ev": [7.83, 7.82],
  "homo_ev": [-8.101, -8.101],
  "e_lumo_ev": [-0.28, -0.28],
  "fmax_ev_per_a": 1.5,
  "de_lowest_kj_mol": 527.8
}


{
  "formula": "C5H9NO2",
  "method": "ωB97M-V with the def2-TZVPD basis set",
  "elements": ["C", "C", "C", "C", "C", "O", "N", "O", "H", "H", "H", "H", "H", "H", "H", "H", "H"],
  "positions_angstrom": [[2.2794, -1.0608, 0.3326], [-1.9180, 0.6607, 0.6442], [0.0230, 0.7295, -1.7265], [-0.6149, -0.1144, 0.6679], [0.3576, -0.0322, -0.4713], [-0.1096, -0.1963, 1.9594], [1.7128, -0.0570, -0.1889], [-0.4871, -1.2203, -0.1477], [0.4934, -0.9723, 2.0395], [1.8101, -2.0406, 0.4362], [3.3221, -0.9717, 0.5898], [-2.5957, 0.2289, -0.0927], [-2.3692, 0.5875, 1.6381], [-1.7375, 1.7068, 0.4055], [0.6329, 0.3696, -2.5447], [0.2289, 1.7869, -1.5725], [-1.0281, 0.5956, -1.9689]],
  "nbo_charge": [-0.0694, -0.6581, -0.6279, 0.4989, 0.2825, -0.7033, -0.3915, -0.5208, 0.4851, 0.1635, 0.1775, 0.2291, 0.2361, 0.2245, 0.2226, 0.2288, 0.2223],
  "orbital_gap_ev": 10.26,
  "homo_ev": -9.527,
  "smiles": "C=N[C@@]1(C)O[C@@]1(C)O",
  "e_lumo_ev": 0.73,
  "fmax_ev_per_a": 1.3,
  "de_lowest_kj_mol": 202.0
}


{
  "formula": "C5H9NO2",
  "method": "ωB97M-V with the def2-TZVPD basis set",
  "elements": ["C", "C", "C", "C", "C", "H", "H", "H", "H", "H", "H", "H", "H", "H", "N", "O", "O"],
  "positions_angstrom": [[2.2204, 0.3979, 0.1583], [1.0740, -0.1351, -0.4562], [0.4245, -1.4181, 0.1844], [-2.6129, 0.3377, 0.1739], [-0.1385, 0.8862, -0.3406], [2.4586, 1.1978, -0.5105], [1.9506, 0.7700, 1.1138], [3.0813, -0.2808, 0.1038], [1.1462, -0.4221, -1.5346], [0.1488, -1.1845, 1.2094], [0.9006, -2.3670, 0.1004], [-3.1851, -0.4304, -0.1940], [-2.9338, 1.3384, -0.2875], [-2.5958, 0.3351, 1.2840], [-1.2790, 0.1064, -0.3437], [-0.7178, -1.2169, -0.5040], [0.0578, 2.0854, -0.1568]],
  "nbo_charge": [-0.6275, -0.2950, -0.0670, -0.4133, 0.6637, 0.2300, 0.2188, 0.2108, 0.2198, 0.1537, 0.2106, 0.2200, 0.2382, 0.1991, -0.1691, -0.3896, -0.6032],
  "orbital_gap_ev": 10.09,
  "homo_ev": -9.197,
  "smiles": "C[C@H]1CON(C)C1=O",
  "e_lumo_ev": 0.89,
  "fmax_ev_per_a": 7.4,
  "de_lowest_kj_mol": 365.9
}


{
  "formula": "C5H9NO2",
  "method": "ωB97M-V with the def2-TZVPD basis set",
  "elements": ["C", "C", "C", "C", "C", "H", "H", "H", "H", "H", "H", "H", "H", "H", "N", "O", "O"],
  "positions_angstrom": [[0.3637, 0.0027, 0.8902], [0.4643, -1.3381, 0.1977], [-0.6166, -0.0376, -1.4339], [-0.1521, 0.8185, -0.3832], [1.0866, 1.0426, 0.4523], [-1.0996, -0.5187, 2.0464], [-0.3959, -1.9653, 0.3282], [1.3733, -1.9734, 0.3383], [0.9745, -1.1033, -1.7593], [-1.6323, -0.0656, -1.0973], [-0.5700, 0.2778, -2.6006], [-1.5674, 0.9951, 1.2162], [2.0946, 1.0510, -0.0739], [0.9077, 2.3667, 0.8011], [0.0232, -1.2850, -1.2829], [-0.3466, -0.1321, 2.0283], [-0.9073, 1.8648, 0.3323]],
  "nbo_charge": [0.1494, -0.2770, -0.2638, 0.1805, -0.4183, 0.4742, 0.2194, 0.2127, 0.3373, 0.1958, 0.2141, 0.3744, 0.2253, 0.2935, -0.5809, -0.6427, -0.6941],
  "orbital_gap_ev": 9.03,
  "homo_ev": -8.730,
  "e_lumo_ev": 0.30,
  "fmax_ev_per_a": 10.9,
  "de_lowest_kj_mol": 878.4
}


{
  "formula": "C5H9NO2",
  "method": "ωB97M-V with the def2-TZVPD basis set",
  "elements": ["C", "N", "C", "C", "C", "C", "O", "O", "H", "H", "H", "H", "H", "H", "H", "H", "H"],
  "positions_angstrom": [[0.3572, 0.9347, 1.2862], [-0.2521, 0.3540, 0.2409], [-0.0203, 0.8476, -1.0878], [1.3914, 0.5772, -1.6320], [-1.2211, -0.7111, 0.5423], [-0.6647, -1.8709, 1.3109], [-1.3490, -2.8499, 1.3725], [0.1169, 0.6884, 2.4417], [1.0236, 1.8266, 1.0548], [-0.2794, 1.8994, -1.1487], [-0.7297, 0.2243, -1.6978], [2.1917, 0.8504, -1.0029], [1.4243, -0.5298, -1.6227], [1.6134, 1.0130, -2.5864], [-1.7560, -1.1407, -0.4053], [-2.1208, -0.2971, 1.0382], [0.2747, -1.8160, 1.8960]],
  "nbo_charge": [0.5309, -0.4552, -0.2013, -0.6187, -0.3354, 0.4225, -0.5160, -0.6151, 0.1182, 0.1948, 0.2070, 0.2107, 0.2069, 0.2210, 0.2412, 0.2425, 0.1460],
  "orbital_gap_ev": 10.26,
  "homo_ev": -9.528,
  "smiles": "CCN(C=O)CC=O",
  "e_lumo_ev": 0.73,
  "fmax_ev_per_a": 2.3,
  "de_lowest_kj_mol": 145.0
}